1.
Molecular formula: C35H57N2O2P2Zn
Method: DFT, ωB97M-V with the def2-TZVPD basis set

Its molecular weight is 665.19 g mol⁻¹. Its total charge is +1.

Last column: Mulliken charge in e.
Atoms and positions in Å:
C 0.935 3.021 0.787  0.121
C 2.156 2.274 -1.068  0.091
C 1.526 4.287 0.712  -0.888
C 2.909 3.482 -1.051  -1.310
C 2.572 4.495 -0.182  -0.841
H 1.182 5.056 1.397  0.499
H 3.701 3.585 -1.792  0.495
H 3.098 5.447 -0.187  0.423
N 1.305 2.000 0.000  0.811
P -0.436 1.068 2.361  0.672
P 1.124 0.217 -2.691  1.194
C -0.168 2.828 1.842  -1.662
H 0.106 3.423 2.729  0.553
H -1.122 3.239 1.456  0.701
C 2.313 1.409 -2.186  -1.380
H 3.209 1.544 -2.811  0.427
C 1.918 -1.559 -2.959  2.602
C 0.659 1.072 -4.333  1.635
C 0.715 0.823 3.849  1.880
C -2.244 1.121 2.875  2.129
C 1.410 -2.501 -1.856  -1.617
H 0.316 -2.501 -1.760  0.324
H 1.720 -3.529 -2.109  0.711
H 1.819 -2.264 -0.868  -0.470
C 1.461 -2.163 -4.294  -2.140
H 0.375 -2.314 -4.318  0.345
H 1.765 -1.572 -5.163  0.374
H 1.927 -3.153 -4.401  0.577
C 3.447 -1.495 -2.900  -1.791
H 3.835 -2.485 -3.192  0.495
H 3.867 -0.754 -3.594  0.302
H 3.812 -1.277 -1.886  0.245
C -0.467 0.308 -5.035  -1.772
H -1.348 0.228 -4.387  0.225
H -0.747 0.881 -5.930  0.547
H -0.175 -0.695 -5.357  0.320
C 0.146 2.477 -3.981  -1.699
H -0.664 2.440 -3.241  0.268
H 0.944 3.118 -3.593  0.274
H -0.243 2.934 -4.901  0.563
C 1.899 1.186 -5.233  -1.452
H 2.653 1.858 -4.801  0.313
H 2.379 0.217 -5.444  0.205
H 1.593 1.630 -6.194  0.489
C -2.500 -0.134 3.725  -1.709
H -3.566 -0.150 3.997  0.542
H -2.270 -1.057 3.168  0.114
H -1.920 -0.124 4.658  0.245
C -3.131 1.093 1.615  -1.409
H -2.911 1.925 0.932  0.305
H -3.046 0.154 1.053  0.032
H -4.180 1.199 1.935  0.595
C -2.602 2.385 3.677  -1.659
H -3.635 2.258 4.039  0.547
H -1.959 2.530 4.554  0.287
H -2.571 3.292 3.058  0.298
C 2.094 1.375 3.438  -1.881
H 2.812 1.130 4.235  0.614
H 2.468 0.931 2.502  0.151
H 2.062 2.471 3.337  0.258
C 0.830 -0.677 4.185  -1.402
H 1.157 -1.286 3.339  0.013
H 1.586 -0.770 4.978  0.552
H -0.107 -1.089 4.578  0.293
C 0.259 1.547 5.122  -1.875
H 0.176 2.633 4.977  0.318
H -0.673 1.140 5.538  0.384
H 1.045 1.369 5.873  0.542
Zn 0.613 -0.138 0.660  1.567
C -0.572 0.262 -1.049  -0.647
O -1.615 0.731 -1.337  -0.439
N 1.948 -1.489 1.288  -0.088
C 3.064 -1.806 1.571  0.725
C 4.490 -1.698 1.505  0.247
C 5.341 -2.578 2.190  -0.491
C 5.027 -0.651 0.728  -0.092
C 6.727 -2.401 2.119  -0.599
H 4.882 -3.380 2.768  0.475
C 6.414 -0.506 0.618  -0.738
H 4.353 0.059 0.234  0.343
C 7.257 -1.347 1.359  -0.401
H 7.378 -3.104 2.649  0.396
H 6.822 0.269 -0.043  0.446
H 8.340 -1.196 1.329  0.391
C -2.264 -4.762 1.032  -1.436
C -2.144 -3.249 0.996  0.030
O -1.598 -2.711 -0.215  -0.042
C -2.471 -2.675 -1.356  -0.065
C -2.574 -3.991 -2.109  -1.424
H -3.071 -5.122 0.388  0.259
H -2.504 -5.064 2.056  0.475
H -1.327 -5.254 0.749  0.272
H -3.134 -2.794 1.174  0.340
H -1.448 -2.907 1.774  0.014
H -3.471 -2.333 -1.042  0.507
H -2.039 -1.899 -2.001  -0.046
H -3.264 -4.672 -1.602  0.399
H -2.977 -3.784 -3.106  0.420
H -1.599 -4.479 -2.227  0.256



2.
Molecular formula: CH4N2
Method: DFT, ωB97M-V with the def2-TZVPD basis set

Its molecular weight is 44.06 g mol⁻¹. Its structure (SMILES) is C=NN.

Last column: natural (NBO) charge in e.
Atoms and positions in Å:
C -0.777 0.516 0.624  -0.193
H 1.757 -0.904 -0.494  0.368
H 0.385 -0.680 -1.363  0.321
H -1.332 0.740 1.601  0.195
H -1.498 0.396 -0.211  0.127
N 1.018 -0.252 -0.629  -0.601
N 0.447 0.182 0.473  -0.218



3.
Molecular formula: C16H16N4O3
Method: DFT, ωB97M-V with the def2-TZVPD basis set

Its molecular weight is 312.33 g mol⁻¹. Its structure (SMILES) is C[C@@H](CO)NC(=O)c1cnn2c(O)cc(-c3ccccc3)nc12.

Last column: natural (NBO) charge in e.
Atoms and positions in Å:
O 2.648 2.271 -1.798  -0.675
N -0.823 4.059 -0.377  -0.306
N -0.581 0.594 0.343  -0.498
O -2.782 3.933 1.536  -0.626
O 4.396 0.391 -2.979  -0.748
C 1.672 1.678 -1.335  0.664
C 0.327 3.763 -0.929  0.057
C -1.626 0.395 1.110  0.328
C -2.567 1.536 1.518  -0.415
C 0.600 2.391 -0.782  -0.283
C -0.438 1.912 -0.109  0.350
C -2.261 2.820 1.096  0.568
C -2.222 -3.750 2.240  -0.201
C -3.322 -2.902 1.788  -0.200
C -0.890 -3.181 2.240  -0.198
C -3.105 -1.511 1.603  -0.198
C -0.723 -1.848 1.844  -0.192
C -1.816 -1.027 1.587  -0.100
N -1.214 2.959 0.258  -0.210
N 1.625 0.380 -1.202  -0.608
C 1.974 -1.826 -1.089  -0.592
C 3.403 -0.623 -2.901  -0.070
C 2.795 -0.544 -1.468  -0.062
H -2.128 4.655 1.403  0.517
H 3.935 1.201 -2.573  0.503
H 0.794 4.365 -1.719  0.239
H -3.323 1.311 2.286  0.251
H -2.528 -4.800 2.458  0.226
H -4.346 -3.226 1.673  0.216
H -0.146 -3.823 2.691  0.224
H -3.983 -0.936 1.295  0.223
H 0.307 -1.480 1.787  0.233
H 0.726 0.069 -0.894  0.431
H 2.568 -2.647 -1.403  0.203
H 1.001 -1.847 -1.557  0.201
H 1.854 -1.880 -0.093  0.200
H 3.891 -1.590 -2.972  0.174
H 2.650 -0.646 -3.749  0.162
H 3.658 -0.598 -0.825  0.215



What did we get for energy relative to the best compared isomer or geometry (same formula, charge and spin)? Answer: 0.0 61.7 72.4 kcal per mole, in the order shown.
What did we get for HOMO energy? Answer: -8.7 -9.1 -9.0 eV, in the order shown.